C3H7N3O in the gas phase in a non-equilibrium geometry, computed with ωB97M-V with the def2-TZVPD basis set.

The geometry in XYZ format:
```
14
Properties=species:S:1:pos:R:3:forces:R:3
H 1.756756 1.105879 1.396530 -0.328 0.048 0.135
N 0.782746 1.275659 1.668445 -1.095 -0.577 -0.635
C 0.008343 0.699107 0.830757 2.890 -0.008 -1.374
N -1.351236 0.683690 0.774343 -1.547 -1.037 -3.541
N -1.562407 0.401232 -0.818045 -0.554 1.734 3.007
C 0.493655 -0.064501 -0.487342 2.975 2.059 1.243
C 0.870169 -1.492664 -0.154439 -0.958 -0.527 -1.028
O 1.035503 0.572750 -1.395734 -0.682 -1.087 0.945
H -1.766809 1.572354 1.055558 -0.413 -0.337 -0.357
H -1.478182 1.268335 -1.351780 0.091 -0.888 0.226
H -1.699965 -0.497812 -1.281087 -0.492 0.456 1.169
H 0.096729 -1.976123 0.445226 0.083 -0.018 0.070
H 1.007072 -2.048921 -1.085815 0.118 -0.050 0.150
H 1.807625 -1.498984 0.403382 -0.086 0.233 -0.009
```
Positions in Å, forces in eV/Å.

Computed properties:
* frontier orbital gap: 9.72 eV
* LUMO energy: 0.024 hartree
* DFT total energy: -357.9013 Eh
* SMILES string: [H]/N=C(/NN)C(C)=O
* energy relative to the best compared isomer or geometry (same formula, charge and spin): 390.0 kJ/mol

C3H7N3O in the gas phase in a non-equilibrium geometry, computed with ωB97M-V with the def2-TZVPD basis set.

The geometry in XYZ format:
```
14
Properties=species:S:1:pos:R:3:forces:R:3
N 0.378561 0.981322 1.816099 -0.443 -0.438 0.395
C 0.997482 1.146193 0.621140 0.606 0.572 -0.086
N 0.857254 0.525504 -0.490043 -0.284 0.156 0.393
C -0.082702 -0.578641 -0.541430 0.040 -0.114 -0.016
N 0.170985 -1.325730 -1.763681 0.342 -0.226 -0.033
C -1.508118 -0.039750 -0.576698 -1.014 -0.005 1.621
O -2.293655 -0.152454 0.364146 1.312 0.147 -1.444
H 0.709065 1.461655 2.643880 -0.088 -0.099 -0.486
H -0.370717 0.310489 1.950138 0.194 0.209 -0.157
H 1.737611 1.964468 0.659709 -0.258 -0.428 -0.169
H 0.033956 -1.249969 0.317451 -0.220 0.183 0.375
H 1.174775 -1.251247 -1.923350 -0.207 0.030 -0.221
H -0.017883 -2.310334 -1.588904 -0.052 0.160 -0.176
H -1.786613 0.518495 -1.488458 0.072 -0.147 0.006
```
Positions in Å, forces in eV/Å.

Computed properties:
* frontier orbital gap: 10.09 eV
* LUMO energy: 0.031 hartree
* DFT total energy: -358.0006 Eh
* SMILES string: N/C=N\[C@H](N)C=O
* energy relative to the best compared isomer or geometry (same formula, charge and spin): 129.4 kJ/mol

C3H7N3O in the gas phase in a non-equilibrium geometry, computed with ωB97M-V with the def2-TZVPD basis set.

The geometry in XYZ format:
```
14
Properties=species:S:1:pos:R:3:forces:R:3
C 0.715128 0.698370 -0.021305 -3.357 0.841 0.570
C -1.490222 -0.469403 -0.284712 -3.034 2.035 -0.201
C -0.388549 -1.305632 0.329319 -0.736 -0.565 -0.927
N -1.314776 0.890633 0.245138 4.804 -0.557 0.519
N 0.845211 -0.564931 0.146384 0.374 -0.280 -1.962
N 1.721190 1.566026 0.041191 0.009 -0.097 1.211
O 1.971704 -1.150497 -0.072133 0.120 -0.503 0.732
H -1.612078 -0.367804 -1.429579 0.756 -1.127 1.613
H -2.549992 -0.651095 0.139886 1.601 -0.816 -0.736
H -0.427328 -1.462312 1.360319 -0.933 0.451 2.038
H -0.415162 -2.344584 0.026789 0.842 0.011 -1.079
H -1.509766 1.615438 -0.422335 -0.105 0.126 -0.622
H 1.932695 2.182824 -0.688219 -0.096 0.867 -1.087
H 2.521941 1.362973 0.629258 -0.244 -0.385 -0.070
```
Positions in Å, forces in eV/Å.

Computed properties:
* frontier orbital gap (alpha / beta): 8.45 / 8.44 eV
* LUMO energy (alpha / beta): 0.017 / 0.017 hartree
* DFT total energy: -357.8294 Eh
* energy relative to the best compared isomer or geometry (same formula, charge and spin): 578.8 kJ/mol

The lowest DFT total energy belongs to which entry? number 2

Number 1 is which compound? C3H7N3O